Density functional theory data (the ωB97M-V functional and the def2-TZVPD basis) for a molecular structure, C5H6O.

Molar mass in g mol⁻¹: 82.10
Energy above the lowest of the compared OMol25 structures with the same formula, charge and spin in kJ/mol: 634.4
HOMO level in Eh: -0.307
Frontier orbital gap in Eh: 0.324

```
12
Properties=species:S:1:pos:R:3:mulliken_charge:R:1
C 0.79 -1.14 -0.07 -1.0317
C 0.42 0.50 -1.02 -0.5646
C -1.10 0.73 -0.84 -0.1329
C -1.19 0.62 0.48 -0.9428
C 0.29 0.47 0.74 0.5241
O 0.96 1.40 -0.05 -0.2925
H 0.48 -1.69 -0.96 0.3594
H 0.36 -1.69 0.77 0.4168
H 1.88 -1.15 -0.01 0.3015
H -1.82 0.92 -1.62 0.4698
H -2.00 0.61 1.20 0.3595
H 0.79 0.25 1.67 0.5334
```

***

Density functional theory data (the ωB97M-V functional and the def2-TZVPD basis) for 2 unconnected molecules or ions with the total composition C5H6O in a non-equilibrium geometry.

Molar mass in g mol⁻¹: 82.10
Energy above the lowest of the compared OMol25 structures with the same formula, charge and spin in kJ/mol: 570.7
HOMO level (alpha / beta) in Eh: -0.317 / -0.325
Frontier orbital gap (alpha / beta) in Eh: 0.263 / 0.327

```
12
Properties=species:S:1:pos:R:3:mulliken_charge:R:1
C 0.70 -1.49 -0.33 -1.0215
C 0.49 0.19 1.68 -1.0543
C -0.31 0.93 0.84 0.4660
C -1.00 1.50 0.01 -0.1302
C -1.15 1.33 -1.42 0.0980
O -1.16 0.23 -1.95 -0.4566
H -0.20 -2.07 -0.14 0.3414
H 0.93 -1.33 -1.39 0.3276
H 1.52 -1.56 0.35 0.4267
H 1.34 0.67 2.17 0.2910
H 0.07 -0.67 2.18 0.3726
H -1.23 2.26 -2.00 0.3391
```

***

Density functional theory data (the ωB97M-V functional and the def2-TZVPD basis) for C5H6O in the gas phase in a non-equilibrium geometry.

Molar mass in g mol⁻¹: 82.10
Energy above the lowest of the compared OMol25 structures with the same formula, charge and spin in kJ/mol: 217.9
SMILES string: C#CC(=O)CC
HOMO level in Eh: -0.377
Frontier orbital gap in Eh: 0.393

```
12
Properties=species:S:1:pos:R:3:mulliken_charge:R:1
C -1.77 -0.03 -0.29 -1.0721
C -0.35 0.27 0.21 -0.3858
C 0.70 -0.08 -0.82 0.6077
O 0.47 -0.35 -1.98 -0.5192
C 2.00 -0.12 -0.12 -0.2929
C 2.53 -0.24 0.96 -0.2408
H -2.53 0.28 0.43 0.3469
H -1.93 -1.09 -0.54 0.3075
H -1.98 0.52 -1.22 0.2783
H 0.10 -0.17 1.14 0.3281
H -0.28 1.36 0.36 0.2497
H 3.05 -0.37 1.88 0.3926
```

***

Question: Among the records above, which one has the lowest energy above the lowest of the compared OMol25 structures with the same formula, charge and spin?
Answer: number 3

***

Question: energy above the lowest of the compared OMol25 structures with the same formula, charge and spin of number 3 (C5H6O)?
Answer: 217.9 kJ/mol